Entry 1:
Entry from the Open Molecules 2025 dataset: one molecule with the formula C4H7NO in a non-equilibrium geometry (ωB97M-V with the def2-TZVPD basis set).

Values from the calculation:
F_max = 0.021 hartree/bohr
LUMO level = 0.0329 hartree
SMILES = CN1C[C@H]1C=O
orbital gap = 9.9 eV
charge = 0
relative energy (zero: lowest compared OMol25 entry of this formula, charge and spin) = 79.9 kcal/mol

Positions of all 13 atoms, in Å:
C -1.5379 0.8474 0.1807
N -0.1296 0.6929 0.3515
C 0.5955 -0.1783 1.1321
C 0.8582 0.1934 -0.5106
C 0.9325 -1.1248 -1.1511
O 1.7510 -1.4164 -1.9973
H -1.9180 1.3609 1.0668
H -2.0985 -0.0855 0.0246
H -1.6693 1.5032 -0.6831
H 1.4317 0.1647 1.7298
H 0.0681 -1.0576 1.5688
H 1.4626 0.9752 -1.0082
H 0.2538 -1.8751 -0.7040

Atom charges from the Mulliken analysis, given in e for atoms 1 to 6:
1 C -0.80
2 N 0.02
3 C -0.52
4 C -0.23
5 C -0.04
6 O -0.51

***

Entry 2:
Entry from the Open Molecules 2025 dataset: a 2-piece molecular cluster, C18H20BrNO2S overall in a non-equilibrium geometry (ωB97M-V with the def2-TZVPD basis set).

Values from the calculation:
F_max = 0.063 hartree/bohr
LUMO level = -0.0845 hartree
orbital gap = 3.0 eV
charge = 0
relative energy (zero: lowest compared OMol25 entry of this formula, charge and spin) = 94.1 kcal/mol

Positions of all 43 atoms, in Å:
C -3.1271 -3.7109 2.4140
C -3.9348 -2.6998 1.5776
C -2.9368 -1.5883 1.2151
N -1.5788 -2.1904 1.2875
C -0.4384 -1.4248 1.2818
C 0.8658 -1.9617 1.3917
C 1.1678 -3.2562 0.9011
C 2.4032 -3.8199 1.0999
C 3.3823 -3.1247 1.7932
C 3.1323 -1.8367 2.2449
C 1.9100 -1.2466 2.0295
C -1.6553 -3.4823 2.0325
H -3.2769 -3.5259 3.4847
H -3.4441 -4.7457 2.2368
H -4.3222 -3.1731 0.6673
H -4.8055 -2.3109 2.1199
H -3.1025 -1.1811 0.2131
H -2.9877 -0.7520 1.9192
H -0.5719 -0.3604 1.3381
H 0.4288 -3.7715 0.3134
H 2.6162 -4.8019 0.7073
H 4.3391 -3.5853 1.9736
H 3.9025 -1.3026 2.7779
H 1.7209 -0.2469 2.3805
H -1.0077 -3.4187 2.9124
H -1.2713 -4.2905 1.4050
Br -1.1886 2.4285 -0.2865
C 0.6453 2.1256 -0.4425
S 1.3777 2.0652 -2.0697
C 0.9799 3.6955 -2.7124
C -0.1839 3.8824 -3.4188
C -0.4783 5.1241 -3.9436
C 0.3999 6.1715 -3.7542
C 1.5663 5.9831 -3.0411
C 1.8544 4.7387 -2.5191
O 2.8716 2.0369 -1.8629
O 0.6096 1.0659 -2.9031
H 1.1570 1.6802 0.3792
H -0.8420 3.0427 -3.5722
H -1.3836 5.2711 -4.5106
H 0.1802 7.1378 -4.1757
H 2.2562 6.8003 -2.9042
H 2.7706 4.5597 -1.9804

Atom charges from the Mulliken analysis, given in e for atoms 1 to 6:
1 C -0.59
2 C -0.51
3 C -0.66
4 N 0.23
5 C -0.29
6 C 0.47

***

Entry 3:
Entry from the Open Molecules 2025 dataset: one molecule with the formula C6H8O2 in a non-equilibrium geometry (ωB97M-V with the def2-TZVPD basis set).

Values from the calculation:
F_max = 0.218 hartree/bohr
LUMO level = 0.0236 hartree
SMILES = C=C1CO[C@@H]2C[C@@]12O
orbital gap = 8.9 eV
charge = 0
relative energy (zero: lowest compared OMol25 entry of this formula, charge and spin) = 209.8 kcal/mol

Positions of all 16 atoms, in Å:
C 2.0905 -0.6456 -0.2394
C 0.7682 -0.2253 0.1591
C 0.6538 1.2203 0.2451
O -0.6722 1.4944 -0.5045
C -0.9927 0.2199 -0.9447
C -1.8598 -0.8359 -0.4120
C -0.5455 -0.4798 0.2919
O -0.9646 0.1480 1.4644
H 2.3471 -1.7775 0.1392
H 2.9468 -0.1133 -0.5913
H 0.3410 1.4936 1.3905
H 1.3815 1.8847 -0.3864
H -0.4620 -0.1057 -1.8825
H -2.6866 -0.1791 0.1482
H -1.9556 -1.6447 -1.0641
H -0.3899 -0.4540 2.1864

Atom charges from the Mulliken analysis, given in e for atoms 1 to 6:
1 C -1.06
2 C 0.24
3 C -0.29
4 O -0.45
5 C 0.03
6 C -0.63

***

Entry 4:
Entry from the Open Molecules 2025 dataset: one molecule with the formula C8H11FP2S in a non-equilibrium geometry (ωB97M-V with the def2-TZVPD basis set).

Values from the calculation:
F_max = 0.061 hartree/bohr
LUMO level = 0.0169 hartree
SMILES = Cc1ccc(SC(F)=[PH2]P)cc1
orbital gap = 7.9 eV
charge = 0
relative energy (zero: lowest compared OMol25 entry of this formula, charge and spin) = 31.0 kcal/mol

Positions of all 23 atoms, in Å:
C -3.9554 1.1317 1.3403
C -2.6520 0.4256 0.9587
C -1.7331 1.1135 0.1702
C -0.4751 0.5875 0.0294
C -0.1387 -0.6674 0.5430
S 1.6322 -1.0645 0.6157
C 2.3572 0.3804 -0.3429
F 2.6153 1.4464 0.5249
P 4.0422 -0.0584 -0.7237
P 5.6462 0.1112 0.6738
C -1.1019 -1.3511 1.2477
C -2.3698 -0.8411 1.4144
H -4.6083 0.2774 1.3802
H -3.7008 1.5799 2.3244
H -4.0764 1.8726 0.4167
H -2.0244 2.0378 -0.2836
H 0.2841 1.1384 -0.5308
H 4.3938 0.7435 -1.8845
H 4.0599 -1.3673 -1.2956
H 6.3712 -0.8348 0.0152
H 5.0103 -0.7960 1.4255
H -0.8991 -2.2998 1.7577
H -3.1501 -1.4166 1.9202

Atom charges from the Mulliken analysis, given in e for atoms 1 to 6:
1 C -1.02
2 C 0.86
3 C -0.88
4 C -0.44
5 C 0.52
6 S -0.22

***

Entry 5:
Entry from the Open Molecules 2025 dataset: a 2-piece molecular cluster, CH6N2OS overall in a non-equilibrium geometry (ωB97M-V with the def2-TZVPD basis set).

Values from the calculation:
F_max = 0.054 hartree/bohr
LUMO level = 0.0260 hartree
orbital gap = 9.5 eV
charge = 0
relative energy (zero: lowest compared OMol25 entry of this formula, charge and spin) = 90.6 kcal/mol

Positions of all 11 atoms, in Å:
C -1.8725 -0.3697 0.7648
N 1.2541 0.2381 1.4161
N -1.4091 0.7420 0.5201
O 2.3957 0.1115 -1.1375
S 1.1136 0.2129 -0.1106
H -1.1777 -1.2562 0.5787
H -2.7693 -0.5260 1.3422
H 1.2795 1.1891 1.7212
H 2.9611 -0.6300 -1.0692
H -1.8121 1.6199 0.8895
H 0.8724 -1.1422 -0.0811

Atom charges from the Mulliken analysis, given in e for atoms 1 to 6:
1 C -0.08
2 N -0.46
3 N -0.35
4 O -0.47
5 S 0.23
6 H 0.05

***

Entry 6:
Entry from the Open Molecules 2025 dataset: C6H5O3Sn as an isolated structure in a non-equilibrium geometry (ωB97M-V with the def2-TZVPD basis set).

Values from the calculation:
F_max = 0.150 hartree/bohr
LUMO level = -0.4944 hartree
orbital gap = 8.5 eV
charge = +3

Positions of all 15 atoms, in Å:
O 1.3506 0.3716 -0.3824
C 0.2164 0.6440 -0.2358
O 4.9607 0.0052 0.1320
C 6.0992 -0.2511 0.0422
O 7.2123 -0.4835 -0.0582
Sn 3.1070 0.3243 0.0789
C -1.0497 0.9379 -0.1678
C -2.0479 0.1896 0.6619
H -1.3561 1.7979 -0.7723
H -2.8988 0.8441 0.9486
H -1.6842 -0.1542 1.6435
C -2.6054 -1.0529 0.0150
C -3.7180 -0.8288 -0.5209
H -2.8562 -1.6913 -1.2382
H -4.7299 -0.6528 -0.1466

Atom charges from the Mulliken analysis, given in e for atoms 1 to 6:
1 O -0.28
2 C 0.85
3 O -0.21
4 C 0.82
5 O -0.07
6 Sn 1.03